Record 1
Density functional theory data (ωB97M-V/def2-TZVPD) for a single H4O4SSi molecule.

Structure (ORCA input):
```
! RIJCOSX wB97M-V def2-TZVPD def2/J DEFGRID3
* xyz 0 1
O 0.90 -1.29 -2.56
O -0.67 0.50 -1.81
O 0.97 0.33 0.74
O 1.32 -0.37 -0.45
Si -0.35 0.10 1.80
S 0.15 -0.88 -1.39
H -0.41 1.29 -2.29
H -0.61 -1.39 1.90
H 0.32 0.93 2.92
H -1.62 0.76 1.13
*
```

As for the largest force on an atom: 3.1 eV/Å. The LUMO energy is 0.347 eV. The calculation puts the HOMO energy at -0.3952 Ha. The HOMO-LUMO gap comes out at 11.10 eV. The value obtained for the energy above the lowest of the compared OMol25 structures with the same formula, charge and spin is 475.2 kJ/mol.

***

Record 2
Density functional theory data (ωB97M-V/def2-TZVPD) for 2 unconnected molecules or ions with the total composition C4H14NOS2.

Structure (ORCA input):
```
! RIJCOSX wB97M-V def2-TZVPD def2/J DEFGRID3
* xyz 1 1
N -0.05 2.43 -1.37
C 0.37 1.52 -0.11
C 1.45 0.58 -0.60
S 0.85 -0.73 -1.75
S -0.40 -1.82 -0.54
C 0.58 -2.71 0.64
C 0.10 -2.39 2.05
H -0.69 1.81 -1.87
H -0.56 3.21 -1.22
H 0.83 2.57 -1.97
H -0.56 1.12 0.27
H 0.78 2.25 0.72
H 1.99 0.20 0.25
H 2.50 1.11 -0.97
H 0.36 -3.81 0.36
H 1.74 -2.45 0.73
H 0.55 -3.26 2.67
H -0.99 -2.54 2.02
H 0.16 -1.30 2.25
H -2.95 2.15 -0.61
H -3.49 0.84 -0.32
O -2.59 1.22 -0.63
*
```

As for the largest force on an atom: 5.9 eV/Å. The LUMO energy is -3.353 eV. The calculation puts the HOMO energy at -0.4424 Ha. The HOMO-LUMO gap comes out at 8.68 eV. The value obtained for the energy above the lowest of the compared OMol25 structures with the same formula, charge and spin is 210.1 kJ/mol.

***

Record 3
Density functional theory data (ωB97M-V/def2-TZVPD) for a single H5NP2S2 molecule.

Structure (ORCA input):
```
! RIJCOSX wB97M-V def2-TZVPD def2/J DEFGRID3
* xyz 0 1
N -0.24 0.38 -0.13
P 1.26 -0.28 -0.75
P -1.52 -0.60 0.44
S 1.14 -2.10 0.27
S 2.61 0.81 0.55
H -0.52 0.96 -1.04
H 0.78 -2.74 -0.72
H -0.86 -1.09 1.67
H -2.20 0.44 0.97
H 1.65 0.58 1.49
*
```

As for the largest force on an atom: 4.5 eV/Å. The LUMO energy is 0.582 eV. The calculation puts the HOMO energy at -0.3086 Ha. The HOMO-LUMO gap comes out at 8.98 eV. The value obtained for the energy above the lowest of the compared OMol25 structures with the same formula, charge and spin is 59.5 kJ/mol. Its SMILES is PNP(S)S.